{"formula": "C7H16N2", "method": "wB97M-V/def2-TZVPD", "largest_force_ev_per_a": 2.9, "gap_ev": [7.19, 7.19], "total_energy_ha": -385.61411, "total_charge": 0, "e_lumo_ha": [0.031, 0.031], "homo_energy_ha": [-0.233, -0.233], "elements": ["C", "C", "C", "C", "C", "C", "N", "N", "C", "H", "H", "H", "H", "H", "H", "H", "H", "H", "H", "H", "H", "H", "H", "H", "H"], "positions_angstrom": [[0.936678, 0.327783, -0.185532], [-1.280571, 0.472391, -0.470519], [1.231370, 1.572710, 0.607291], [-1.775674, -0.484403, -1.520606], [-2.191068, 0.693047, 0.708895], [0.483588, -0.808404, 0.430426], [1.455466, 0.263856, -1.458412], [2.538679, -1.347755, 0.861156], [-0.112300, -1.821083, 0.993439], [-0.992551, 1.421784, -0.919456], [1.980977, 1.058047, -1.787451], [1.634729, -0.662269, -1.818424], [2.689004, -1.003106, 1.812668], [3.240061, -0.853952, 0.302234], [2.297682, 1.599277, 0.837494], [0.973353, 2.463941, 0.029054], [0.678454, 1.576519, 1.543568], [-2.668855, -0.087144, -2.024946], [-1.024440, -0.648878, -2.297412], [-1.744044, 1.347641, 1.460585], [-2.475839, -0.240419, 1.199551], [-3.131505, 1.167718, 0.390856], [-2.057705, -1.452339, -1.099026], [0.501202, -2.602287, 1.426995], [-1.186690, -1.952673, 0.977572]], "atomic_forces_ev_per_a": [[-2.2, 1.1, -1.0], [0.9, 0.5, -0.2], [-0.1, -0.2, -0.1], [0.0, 0.0, 0.0], [0.0, -0.1, 0.1], [2.5, -1.1, 0.9], [-0.5, -0.1, 0.6], [-0.7, -0.2, 0.1], [-0.2, 0.0, -0.3], [-0.1, 0.1, -0.1], [0.0, -0.3, 0.0], [0.2, 0.3, -0.1], [-0.1, 0.0, -0.1], [-0.2, 0.0, 0.1], [0.0, -0.1, 0.0], [0.0, -0.1, 0.0], [0.0, 0.0, -0.1], [0.1, 0.0, 0.1], [0.0, 0.0, 0.0], [0.0, 0.0, 0.0], [0.1, 0.0, 0.0], [0.1, 0.0, 0.0], [0.0, 0.0, 0.0], [0.0, 0.2, 0.0], [0.0, 0.1, 0.0]]}

{"formula": "C7H16N2O3PS", "method": "wB97M-V/def2-TZVPD", "largest_force_ev_per_a": 3.1, "gap_ev": 9.78, "total_energy_ha": -1350.67540, "total_charge": 1, "e_lumo_ha": -0.105, "homo_energy_ha": -0.464, "elements": ["C", "C", "C", "C", "C", "C", "C", "N", "N", "O", "O", "O", "P", "S", "H", "H", "H", "H", "H", "H", "H", "H", "H", "H", "H", "H", "H", "H", "H", "H"], "positions_angstrom": [[-1.284290, -1.800253, 0.532062], [-1.496629, 1.476246, 1.481644], [-1.474660, 2.026988, -0.424264], [-0.016630, -2.230798, -0.149259], [-2.077307, -0.588244, -0.156464], [-1.624180, 0.787991, 0.346673], [3.737442, 1.028891, 0.000119], [1.242318, 0.186327, -0.884677], [-2.103640, -0.592011, -1.614167], [1.021258, -0.403503, 1.515018], [2.503897, -1.776611, 0.314562], [-1.215497, 2.674285, 0.932356], [2.217235, 1.714181, -0.721735], [1.290063, -1.082330, 0.175196], [-1.984459, -2.640199, 0.743224], [-0.966012, -1.586430, 1.632783], [-1.698001, 1.503740, 2.520563], [0.060090, 0.163150, 1.540987], [-0.683750, 2.165847, -1.154984], [-2.433358, 2.450139, -0.817627], [0.250416, -3.162726, 0.301556], [-0.190086, -2.427618, -1.221746], [-3.186671, -0.555855, 0.128962], [4.364092, 1.840591, 0.571706], [4.321031, 0.554130, -0.856454], [3.287706, 0.207519, 0.599620], [-2.867554, -1.143187, -2.062902], [-1.348032, -0.942541, -2.117527], [0.794642, 0.015148, -1.758031], [1.560552, 2.137144, 0.602818]], "atomic_forces_ev_per_a": [[-1.6, 1.0, 2.3], [0.0, 0.4, 0.0], [-0.5, 1.6, 0.5], [-1.5, 0.2, -0.8], [-1.0, 0.2, 1.0], [-0.3, -2.9, -0.8], [0.8, -0.1, -0.2], [0.5, -1.0, 1.5], [-2.3, -0.2, -0.2], [-2.6, 1.3, 0.7], [0.9, -0.6, -0.4], [0.2, 1.3, -1.5], [-1.4, 0.7, 1.4], [-0.2, 1.4, -1.0], [0.6, 0.3, -0.9], [-0.9, 0.1, -1.8], [0.0, -0.7, 1.0], [2.3, -1.0, -0.6], [0.2, 0.1, 0.2], [0.8, -0.4, 0.4], [0.9, -0.5, 0.2], [0.6, 0.3, 0.3], [1.5, -0.8, -0.1], [-1.3, -1.8, -1.0], [-0.5, 0.7, 1.3], [1.6, 0.9, 0.3], [0.4, 0.8, 1.1], [2.1, -0.4, -0.4], [-0.2, -0.3, -0.7], [0.8, -0.5, -1.7]]}

{"formula": "C7H16N2P", "method": "wB97M-V/def2-TZVPD", "largest_force_ev_per_a": 6.6, "gap_ev": 9.03, "total_energy_ha": -726.81363, "total_charge": 1, "smiles": "C=P[C@@H]1CN(C)CC[N@H+]1C", "e_lumo_ha": -0.138, "homo_energy_ha": -0.470, "elements": ["C", "P", "C", "C", "N", "C", "C", "C", "N", "C", "H", "H", "H", "H", "H", "H", "H", "H", "H", "H", "H", "H", "H", "H", "H", "H"], "positions_angstrom": [[1.497151, -1.838747, -2.587647], [0.133147, -2.090769, -1.673208], [0.475378, -0.531589, -0.613055], [0.635673, -0.862593, 0.891762], [0.548480, 0.250949, 1.660827], [0.755021, -0.043815, 3.116991], [-0.853205, 0.851358, 1.507961], [-0.983735, 1.460352, 0.119412], [-0.913445, 0.357510, -0.962122], [-0.976831, 0.907245, -2.253341], [1.820911, -2.558630, -3.315199], [2.162396, -0.955025, -2.512715], [1.309352, -0.060379, -1.130314], [0.031495, -1.743910, 1.057215], [1.502475, -1.360438, 1.081750], [-0.061175, -0.790104, 3.383033], [1.698704, -0.480484, 3.472227], [0.612138, 0.910832, 3.671668], [-1.003110, 1.567596, 2.356260], [-1.601364, 0.076868, 1.629277], [-1.846374, 2.126493, -0.050495], [-0.130461, 2.035853, -0.082091], [-1.649229, -0.267435, -0.933603], [-0.273908, 1.769174, -2.568042], [-0.926851, 0.155038, -2.952309], [-1.962632, 1.114652, -2.314243]], "atomic_forces_ev_per_a": [[0.2, 0.2, -0.1], [1.3, 0.6, 0.3], [-1.9, -0.9, -1.2], [-1.5, -0.8, -3.5], [-1.7, 2.9, 2.8], [-1.7, 0.0, 0.2], [1.5, 0.1, 0.7], [-0.9, -0.8, 0.0], [5.0, 1.3, 4.1], [2.6, 2.2, -1.5], [0.0, -0.3, -0.4], [-0.4, -0.8, 0.0], [-0.4, 0.8, 0.6], [-1.8, -0.2, 0.7], [3.4, -0.9, -0.2], [0.8, 0.8, 0.3], [0.0, 0.2, -1.0], [0.0, -0.8, -0.3], [0.1, -0.3, -1.1], [-0.3, -0.4, 0.2], [0.0, -0.7, 0.1], [1.3, 0.9, -0.3], [-2.0, -1.7, 0.9], [-1.2, -1.4, 1.1], [0.9, -1.9, -1.7], [-3.2, 2.0, -0.7]]}